ORCA calculation (wB97M-V/def2-TZVPD) on a molecular structure, C32H42BN15O2SW at a distorted geometry.

```
94
Properties=species:S:1:pos:R:3:forces:R:3:lowdin_spin:R:1
H -1.6629 -0.3426 -4.8019 -0.054 -0.025 0.032 0.00
H -1.9273 -5.3673 -0.5716 0.077 0.019 0.010 0.00
C 2.4013 -3.1506 0.0544 0.167 -0.149 0.042 0.03
H 0.4087 -7.5067 3.2794 0.027 -0.024 -0.035 0.00
H 4.1370 0.4697 -0.6690 -0.046 -0.013 -0.034 0.00
H -1.5064 -7.2840 1.2912 0.029 0.111 -0.006 0.00
N -0.3186 -4.3761 0.4605 0.259 -0.015 -0.217 0.00
H -0.9961 2.8442 -4.4049 -0.005 0.038 -0.071 0.00
H -3.5277 1.3255 0.9207 0.040 -0.022 -0.019 0.00
H -2.7912 -0.0434 -3.4527 -0.077 0.074 0.041 0.00
C 1.3975 3.0188 5.6993 0.025 0.082 0.112 0.00
N 0.7358 1.3651 -5.1647 0.059 0.027 -0.020 0.00
C 3.6195 -0.0586 -1.4756 -0.001 -0.026 0.159 0.01
N -1.1268 -2.0673 0.7200 0.175 0.374 0.066 0.01
N 1.2647 -2.4883 -0.1364 -0.011 0.096 -0.020 0.01
C -2.3301 -0.8053 -4.0696 0.189 -0.046 -0.022 0.00
C 1.3241 3.9279 6.8937 -0.012 -0.102 -0.036 0.00
C -0.9398 -3.7877 -2.4969 0.047 -0.168 -0.064 0.01
H -1.9150 -3.6535 -4.4714 0.001 0.055 0.091 0.00
C 0.1492 1.2251 -3.9710 -0.166 -0.091 -0.053 0.00
H -3.1213 -1.2940 -4.6342 -0.001 -0.005 -0.013 0.00
N -2.9389 2.7776 -2.9680 -0.240 0.202 -0.039 0.02
N 1.5395 -1.2926 -0.7516 0.073 0.194 0.145 0.05
C -2.1152 -0.2242 1.3744 0.066 -0.115 -0.065 0.01
H 0.4273 2.0355 -5.8497 -0.067 -0.055 -0.052 0.00
N -0.6869 -2.8663 -1.5720 -0.107 0.163 0.035 0.00
H 0.5540 4.6888 6.7750 0.039 0.004 -0.036 0.00
C 2.6064 2.4243 5.3298 0.059 0.033 0.066 0.00
W -0.0275 0.1303 -1.0265 -0.724 -0.970 -0.936 1.64
C 3.4567 -2.3916 -0.4281 0.123 -0.091 0.026 0.01
N -1.0729 -1.6344 -2.0213 0.130 0.137 -0.074 0.00
H -3.3567 3.3045 -0.9652 0.023 0.000 -0.016 0.00
N -0.8583 2.1286 -3.7108 0.166 -0.018 0.114 0.00
N 0.8358 0.9593 0.8690 0.963 0.432 -0.498 0.42
C 2.6839 1.5590 4.2530 -0.003 0.031 -0.029 0.00
C -1.5514 -3.1786 -3.5731 -0.005 -0.090 -0.121 0.00
H 1.4770 0.7438 -5.4485 0.035 0.027 0.014 0.00
H 1.0652 3.3459 7.7814 0.000 -0.029 -0.014 0.00
C 0.6311 -6.4438 3.2339 -0.075 0.120 -0.051 0.00
C -3.3492 3.2348 -4.3068 0.008 0.037 0.074 0.00
H -0.6955 3.1731 5.2471 0.040 -0.024 -0.030 0.00
C 0.0301 -5.8205 2.0117 0.084 -0.058 0.210 0.00
H 1.2158 -0.3079 -3.4673 0.013 -0.253 0.028 0.00
C 0.2951 1.8486 3.8917 -0.019 -0.081 0.017 0.00
H 2.9650 0.6453 -1.9820 -0.034 -0.008 -0.100 0.00
H 2.6575 2.8363 1.9429 -0.030 -0.041 -0.006 0.01
H -2.6985 1.5217 2.4387 -0.011 0.017 0.005 0.00
H 2.2800 4.4086 7.0941 -0.019 0.014 -0.046 0.00
H -2.8693 2.6542 -5.0916 -0.021 -0.035 0.020 0.00
H 4.3809 -0.3939 -2.1782 0.005 0.005 -0.013 0.00
H -3.1491 4.2980 -4.4451 0.037 -0.003 0.028 0.00
O 2.9730 0.0219 1.8034 -0.041 0.053 -0.092 0.03
O 0.7968 -0.9859 2.4679 -0.176 -0.088 -0.130 0.00
C -1.1990 -5.3950 0.2236 -0.032 0.189 0.115 0.00
C -2.5544 1.2055 1.4072 -0.005 -0.110 0.018 0.01
C -1.0004 -6.3358 1.1871 -0.043 -0.280 0.118 0.00
H 2.9066 4.7454 -1.8855 -0.058 -0.053 -0.016 0.01
C -1.6333 -1.8354 -3.2411 -0.004 0.034 0.113 0.00
C -1.8364 2.0824 -2.7206 0.086 -0.135 -0.025 0.02
H 3.4996 2.6435 5.9036 -0.035 -0.031 -0.041 0.00
H -4.5232 3.8633 -2.1587 0.007 0.018 -0.019 0.00
H 2.3930 -4.1200 0.5279 -0.050 0.084 -0.023 0.00
N -1.6432 1.3975 -1.6199 0.023 0.058 -0.139 0.03
H -0.6747 -4.8215 -2.3450 -0.042 0.028 0.063 0.00
C 2.9207 3.9056 0.0939 -0.028 0.009 -0.042 0.00
C 2.3988 2.9109 0.8964 -0.130 -0.173 -0.028 0.18
C 2.8899 -1.2335 -0.9146 -0.087 0.000 -0.004 0.02
S 1.6163 0.1445 2.2343 0.056 -0.115 0.643 0.01
H 0.2303 -5.9813 4.1360 -0.052 0.002 0.003 0.00
C -3.8880 3.0293 -1.8757 -0.031 -0.030 -0.088 0.00
H -2.4924 1.3483 -1.0723 -0.018 -0.068 0.062 0.01
C -2.5445 -1.2455 2.2011 -0.053 -0.006 0.101 0.00
H -1.8374 1.8777 0.9396 0.078 0.054 0.044 0.00
C 2.5246 3.9705 -1.2329 0.036 0.078 -0.022 0.18
N -1.2376 -0.7363 0.4736 -0.150 0.294 -0.045 0.02
B -0.2035 -3.0067 -0.1054 0.059 -0.117 0.002 0.00
N 0.4294 -4.6376 1.5821 -0.216 -0.136 -0.218 0.00
H -4.5284 2.1628 -1.6907 0.019 -0.011 -0.022 0.00
H 1.3350 3.0443 -2.7810 0.092 0.036 -0.039 0.00
H -1.9330 -3.4014 2.1235 0.060 0.096 -0.026 0.00
C 1.6266 3.0144 -1.7417 0.045 0.160 -0.343 0.06
H -4.4195 3.0736 -4.4094 -0.023 -0.008 0.025 0.00
N 0.5055 0.3156 -3.1075 -0.137 0.499 0.342 0.01
H 3.6199 1.0930 3.9699 -0.023 0.049 0.033 0.00
C 0.2476 2.7222 4.9601 -0.076 0.007 0.007 0.00
N 1.1274 2.0560 -1.0042 0.026 -0.036 0.464 0.08
C 1.5177 1.2820 3.5437 0.008 0.084 -0.116 0.00
C -1.8867 -2.3842 1.7605 -0.194 -0.184 0.092 0.01
H -3.2475 -1.1730 3.0167 0.077 -0.013 -0.070 0.00
H -0.6006 1.5914 3.3399 -0.006 0.016 0.033 0.00
C 1.4835 1.9925 0.3128 -0.066 0.064 0.732 0.05
H 1.7094 -6.3016 3.2539 0.025 -0.034 -0.048 0.00
H 4.5064 -2.6435 -0.4062 -0.129 0.009 -0.004 0.00
H 3.6188 4.6283 0.4972 -0.021 -0.029 -0.010 0.00
```
Positions in Å, forces in eV/Å.

Values from the calculation:
2S+1 = 4
ΔE to the lowest compared entry with this formula, charge and spin = 0.0 kcal per mole
Total charge = +3
LUMO energy (alpha / beta) = -8.22 / -11.54 eV
Frontier orbital gap (alpha / beta) = 0.2549 / 0.1329 Ha